Below is C36H27F5NO3SSeSnTe as an isolated structure, with properties calculated with ωB97M-V/def2-TZVPD.

Structure (ORCA input):
```
! RIJCOSX wB97M-V def2-TZVPD def2/J DEFGRID3
* xyz 0 2
Sn 0.10901 -2.90060 -0.79266
O -1.73255 -1.60194 2.30131
C -1.47004 -2.61402 1.67817
O -0.26217 -2.86209 1.21595
C -2.49908 -3.69486 1.48314
C -3.47077 -3.76479 2.48085
C -4.44021 -4.74944 2.48740
C -4.45141 -5.68922 1.46531
C -3.51005 -5.62337 0.45400
C -2.52504 -4.63381 0.43740
S -1.50669 -4.70914 -1.02837
H -3.43656 -3.01638 3.26090
H -5.17641 -4.78527 3.27896
H -5.19736 -6.47330 1.44778
H -3.53410 -6.34638 -0.35134
C 0.40522 5.88671 4.27491
C 0.34686 4.63693 3.44172
C 0.29310 3.38321 4.03221
C 0.22277 2.22063 3.27214
C 0.17275 0.88770 3.97966
C 0.20566 2.34099 1.87709
Te 0.13208 0.50934 0.84604
N -1.47774 0.93414 -0.22973
C -1.91517 -0.13535 -0.83513
O -1.36149 -1.29371 -0.79091
C -3.15557 -0.01467 -1.65795
C -3.69555 -1.15150 -2.25135
C -4.84888 -1.05142 -3.01453
C -5.46182 0.18074 -3.18970
C -4.92427 1.31635 -2.59703
C -3.77526 1.22024 -1.83047
C 1.56346 0.93087 -0.65628
C 1.17573 0.89680 -1.98785
C 2.11385 1.12908 -2.98420
C 3.42391 1.42029 -2.63499
C 3.79875 1.45390 -1.29925
C 2.88486 1.18594 -0.28474
C 3.31803 1.17511 1.15513
C 0.25778 3.59079 1.24684
C 0.26571 3.76678 -0.24746
C 0.32689 4.71864 2.05415
H 0.56562 5.65522 5.32663
H -0.52764 6.44701 4.19067
H 1.21080 6.54105 3.94010
H 0.30138 3.30207 5.11317
H 0.08323 1.03852 5.05391
H 1.08384 0.30861 3.80554
H -0.66914 0.27064 3.65682
H -3.21319 -2.10859 -2.10182
H -5.27000 -1.93784 -3.47045
H -6.36167 0.25729 -3.78644
H -5.40418 2.27701 -2.73103
H -3.34912 2.09239 -1.35394
H 0.14286 0.70835 -2.25170
H 1.81733 1.09217 -4.02420
H 4.16138 1.61620 -3.40385
H 4.82815 1.66368 -1.03516
H 4.40226 1.21862 1.23208
H 2.99672 0.25209 1.64839
H 2.89940 2.02261 1.70383
H -0.42453 3.08053 -0.73424
H 1.26378 3.58788 -0.65472
H -0.01987 4.78646 -0.50240
H 0.36362 5.69383 1.58053
F 5.73726 -1.49209 -4.82918
C 5.05987 -1.84521 -3.73825
C 4.02785 -2.76279 -3.82179
F 3.72017 -3.31100 -4.99707
C 3.32965 -3.11366 -2.67999
F 2.36259 -4.03609 -2.81061
C 3.60671 -2.55391 -1.43937
Se 2.64898 -2.96890 0.15520
C 4.66247 -1.65418 -1.38845
F 5.01425 -1.09601 -0.22506
C 5.38534 -1.29908 -2.51102
F 6.37558 -0.40680 -2.42326
*
```

Its expectation value of S² is 0.76. The calculation puts the energy above the lowest of the compared OMol25 structures with the same formula, charge and spin at 6.40 kJ/mol.